A single C5H10O2 molecule. Source: the OMol25 dataset; level of theory: ωB97M-V/def2-TZVPD.

Calculated values
Energy relative to the best compared isomer or geometry (same formula, charge and spin) = 38.8 kcal per mole
SMILES = CCO[C@@H](C)C=O
Charge = 0
Molecular weight = 102.13 g mol⁻¹
Maximum force = 0.5 eV/A
2S+1 = 1
Highest occupied orbital energy = -9.567 eV

Positions of all 17 atoms, in Å:
1 C 2.37 -0.83 -0.34
2 C 1.09 -0.83 0.47
3 O 0.41 0.40 0.24
4 C -1.00 0.29 0.30
5 C -1.58 1.67 0.53
6 C -1.46 -0.28 -1.04
7 O -2.07 -1.31 -1.18
8 H 2.99 0.03 -0.09
9 H 2.95 -1.75 -0.14
10 H 2.14 -0.79 -1.41
11 H 0.46 -1.68 0.19
12 H 1.32 -0.92 1.54
13 H -1.32 -0.40 1.10
14 H -2.67 1.64 0.59
15 H -1.18 2.08 1.46
16 H -1.29 2.34 -0.29
17 H -1.15 0.34 -1.91